Record 1
94
Properties=species:S:1:pos:R:3:forces:R:3 method="wB97M-V/def2-TZVPD" spin_multiplicity=1 total_charge=-1 e_lumo_ev=1.53 orbital_gap_ha=0.2002
Pd 0.2300 -0.7078 -0.3278 0.034 -1.922 -0.358
C -7.3132 -1.7226 -1.4784 -0.027 -0.038 -0.004
C -6.7716 -0.4671 -1.7097 -0.056 0.019 -0.061
C -5.4106 -0.2512 -1.5512 0.030 0.003 0.027
C -4.5748 -1.2877 -1.1452 -0.136 0.011 0.046
C -5.1288 -2.5466 -0.9135 0.013 0.062 -0.053
C -6.4867 -2.7650 -1.0821 -0.023 -0.014 -0.023
C -3.1235 -1.0695 -0.9102 0.259 -0.031 0.363
C -2.6778 -1.1788 0.4133 0.130 -0.053 -0.482
C -3.5384 -1.3927 1.5406 0.041 -0.074 0.404
C -2.7363 -1.5354 2.6253 -0.409 0.055 -0.153
C -1.3832 -1.4086 2.1636 0.488 -0.054 -0.075
N -1.3796 -1.1723 0.8210 -0.052 0.259 0.084
C -0.2532 -1.5854 2.9735 -0.235 0.025 -0.342
C 1.0606 -1.4792 2.5289 -0.123 -0.089 -0.216
C 2.2172 -1.7789 3.3324 0.206 0.052 0.058
C 3.3001 -1.5802 2.5485 -0.009 -0.073 0.281
C 2.8128 -1.1402 1.2645 -0.110 -0.149 -0.235
C 3.6184 -0.7895 0.1818 -0.254 0.122 -0.279
C 5.0898 -0.9217 0.3178 0.130 -0.014 0.039
C 5.8073 -0.2304 1.2922 -0.014 0.076 -0.121
C 7.1860 -0.3550 1.3742 0.044 0.011 0.032
C 7.8672 -1.1783 0.4906 0.067 -0.057 -0.005
C 7.1630 -1.8868 -0.4735 0.036 0.037 0.017
C 5.7866 -1.7592 -0.5574 -0.007 0.047 0.096
C 3.1405 -0.3799 -1.0744 -0.144 -0.304 0.400
N 1.8508 -0.4422 -1.5039 0.116 0.288 0.104
C 1.8490 -0.0796 -2.8152 -0.505 -0.230 -0.007
C 0.7406 -0.1367 -3.6687 0.254 0.101 0.377
C 0.9847 0.1303 -5.1081 0.036 0.025 -0.095
C 1.8241 -0.7072 -5.8429 -0.104 0.055 0.017
C 2.0807 -0.4517 -7.1805 -0.021 -0.039 -0.024
C 1.5035 0.6475 -7.8008 0.069 0.017 -0.049
C 0.6768 1.4932 -7.0756 -0.061 -0.022 -0.055
C 0.4107 1.2312 -5.7403 0.031 -0.010 0.041
C -0.5514 -0.4348 -3.2506 0.099 -0.109 0.096
C -1.6778 -0.5640 -4.1394 -0.207 0.054 -0.061
C -2.7577 -0.8134 -3.3690 -0.018 0.086 -0.155
C -2.2976 -0.8412 -2.0042 0.104 -0.188 0.111
N -0.9529 -0.6536 -1.9708 -0.038 0.297 0.005
C 3.1749 0.2872 -3.2170 0.340 -0.002 0.140
C 3.9764 0.0986 -2.1392 -0.037 0.119 -0.379
N 1.4549 -1.1356 1.2760 0.010 0.267 -0.031
C -0.5003 -2.0123 4.3762 -0.072 -0.027 0.106
C -1.0574 -3.2666 4.6271 0.052 0.035 0.016
C -1.3532 -3.6665 5.9201 -0.033 0.001 0.042
C -1.1065 -2.8114 6.9853 0.075 -0.067 0.020
C -0.5384 -1.5691 6.7482 0.010 0.029 0.074
C -0.2318 -1.1739 5.4542 -0.022 0.019 -0.043
H -8.3749 -1.8912 -1.6076 -0.009 0.013 0.007
H -7.4156 0.3499 -2.0106 0.016 0.013 -0.011
H -4.9867 0.7303 -1.7229 0.023 0.011 0.012
H -4.4770 -3.3506 -0.5959 -0.004 -0.019 0.004
H -6.9017 -3.7495 -0.9047 0.002 -0.003 0.009
H -4.6140 -1.4294 1.5078 -0.016 0.031 0.005
H -3.0410 -1.7034 3.6443 0.025 0.008 0.024
H 2.1969 -2.1016 4.3603 -0.009 -0.025 0.002
H 4.3313 -1.7257 2.8214 0.023 0.004 -0.042
H 5.2758 0.4316 1.9636 -0.004 0.010 0.009
H 7.7348 0.2041 2.1220 -0.018 0.000 0.012
H 8.9443 -1.2701 0.5520 0.008 0.006 0.008
H 7.6897 -2.5330 -1.1651 -0.011 -0.013 0.009
H 5.2315 -2.3040 -1.3097 -0.008 -0.018 -0.003
H 2.2666 -1.5616 -5.3469 0.024 -0.016 -0.023
H 2.7271 -1.1152 -7.7416 0.003 0.003 -0.004
H 1.7041 0.8463 -8.8462 0.002 0.015 -0.003
H 0.2361 2.3584 -7.5551 -0.013 0.003 0.017
H -0.2325 1.8846 -5.1645 0.005 0.029 0.007
H -1.6380 -0.4659 -5.2112 0.003 -0.024 -0.016
H -3.7784 -0.9623 -3.6792 -0.004 -0.017 -0.028
H 3.4475 0.6473 -4.1938 0.043 0.039 -0.011
H 5.0331 0.2867 -2.0641 0.039 0.008 -0.011
H -1.2638 -3.9238 3.7918 0.004 -0.001 -0.020
H -1.7838 -4.6442 6.0980 -0.006 -0.002 -0.009
H -1.3423 -3.1201 7.9960 -0.015 0.014 0.008
H -0.3418 -0.8983 7.5752 0.010 0.008 -0.001
H 0.1972 -0.1969 5.2699 0.006 0.010 -0.031
O -0.8027 2.1730 -0.9468 -0.040 0.196 -0.061
C -0.3377 2.1971 0.2031 0.619 -0.253 0.455
O 0.4529 1.3643 0.7459 -0.492 1.263 0.006
C -0.7234 3.3608 1.1104 -0.016 -0.154 -0.145
C -0.8542 3.1504 2.4753 -0.074 0.125 0.028
C -1.2140 4.1873 3.3396 -0.052 0.148 0.062
C -1.4024 5.4252 2.7759 0.040 0.069 -0.301
O -1.7352 6.6161 3.3984 -0.006 -0.181 0.094
C -1.7912 7.5863 2.3684 -0.080 0.433 0.038
O -1.5150 6.9675 1.1267 0.033 -0.102 -0.092
C -1.2667 5.6372 1.4133 0.024 -0.134 0.282
C -0.9352 4.6235 0.5503 -0.124 0.143 0.099
H -0.6790 2.1561 2.8626 0.066 -0.024 -0.053
H -1.3411 4.0337 4.4028 0.018 -0.013 0.017
H -1.0458 8.3695 2.5611 -0.010 -0.092 -0.004
H -2.7933 8.0327 2.3409 0.042 -0.075 -0.011
H -0.8447 4.7686 -0.5166 -0.023 -0.040 -0.032

Record 2
58
Properties=species:S:1:pos:R:3:forces:R:3 method="wB97M-V/def2-TZVPD" spin_multiplicity=1 total_charge=+3 e_lumo_ev=-12.54 orbital_gap_ha=0.1873
C -4.6851 -0.5386 -0.8061 -0.200 -0.171 -0.186
C -3.4539 -1.4406 -0.5946 -0.160 0.746 -0.432
P -2.3411 -0.9058 0.6716 0.508 0.348 0.313
C -3.1512 -1.1184 2.2629 -0.134 0.134 -0.106
C -0.5819 -1.6614 0.6269 0.423 -0.050 -0.020
O -0.5662 -2.4900 1.7449 -0.209 1.004 0.313
C -0.3253 -2.5750 -0.6222 0.136 -0.043 0.020
O -0.8396 -3.6360 -0.7383 0.089 0.264 -0.140
O 0.6456 -2.0327 -1.3855 -0.590 -0.386 0.191
C 0.6981 -0.5963 -1.1695 -0.106 -0.101 0.184
C -0.4186 -0.0735 -2.1205 0.476 0.543 0.250
C -0.6340 -0.9632 -3.3271 -0.357 0.190 0.371
O -1.6796 -1.4258 -3.6215 -0.050 -0.182 0.008
F 0.4575 -1.1098 -4.0421 0.319 -0.169 -0.502
C 2.0490 -0.1203 -1.7190 0.094 -0.235 -0.294
C 2.5403 1.2704 -1.3776 0.012 0.133 -0.057
O 3.6859 1.4800 -1.0915 -0.387 -0.072 0.203
N 1.5497 2.3033 -1.4897 0.539 0.245 0.195
C 1.4703 2.7174 -2.9288 -0.241 0.038 0.148
C 1.9663 3.4722 -0.6753 -0.203 0.074 -0.404
C 0.5255 -0.5827 0.4680 -0.915 0.225 -0.140
B 2.0218 -1.2390 0.9240 0.159 -0.121 0.485
C 3.2794 -0.4226 1.2869 0.126 0.036 -0.227
O 2.0008 -2.5874 0.9701 -0.389 -0.009 -0.936
C 0.3396 0.7344 1.2025 1.722 -0.774 0.070
I -1.6401 1.7179 0.6226 -0.396 -1.946 -0.980
C 0.4253 0.8415 2.7495 -0.353 0.027 0.093
C 0.5406 -0.4334 3.5722 0.076 0.213 0.212
I 1.9826 2.2354 3.2647 -0.027 0.222 0.078
H -5.4821 -0.7592 -0.0994 0.046 0.139 0.102
H -4.4385 0.5233 -0.7910 0.005 0.006 0.049
H -5.0696 -0.7570 -1.8009 -0.063 -0.010 0.017
H -3.7620 -2.4126 -0.1901 0.091 -0.292 -0.072
H -2.9131 -1.5809 -1.5271 0.150 -0.184 -0.154
H -2.5626 -1.7314 2.9405 0.146 0.033 0.005
H -4.1129 -1.5941 2.0697 -0.045 -0.091 -0.016
H -3.3543 -0.1534 2.7100 0.014 0.152 0.211
H -1.1524 -3.2568 1.6460 0.335 -0.355 -0.438
H -0.1516 0.9160 -2.4825 -0.039 0.035 0.144
H -1.3995 0.0272 -1.7080 -0.575 -0.048 0.514
H 1.9444 -0.1112 -2.8073 0.082 -0.151 -0.012
H 2.8438 -0.8390 -1.5249 0.015 0.022 0.179
H 2.4357 2.6202 -3.4228 0.089 0.032 -0.043
H 0.7252 2.1500 -3.4812 0.057 -0.051 -0.111
H 1.1793 3.7639 -2.9724 -0.059 -0.006 0.030
H 2.3380 3.1538 0.2936 0.042 -0.023 0.070
H 2.7432 4.0591 -1.1641 0.129 -0.028 0.070
H 1.0952 4.1172 -0.5454 -0.017 0.026 0.013
H 4.1092 -0.8134 0.6901 0.117 0.010 0.025
H 3.5435 -0.6548 2.3234 0.007 -0.041 0.028
H 3.2811 0.6529 1.1645 -0.032 0.019 -0.022
H 2.6004 -3.0632 0.3758 0.327 -0.136 0.624
H 1.0247 1.4685 0.7811 -0.430 0.141 -0.352
H -0.4408 1.3874 3.1157 0.035 -0.134 0.009
H 0.8333 -0.1582 4.5845 0.039 -0.009 -0.014
H -0.4196 -0.9275 3.6702 -0.087 -0.228 -0.182
H 1.2880 -1.1295 3.2039 -0.025 -0.105 -0.005
Tl -2.5875 4.2827 2.2908 -0.317 1.091 0.623

Record 3
32
Properties=species:S:1:pos:R:3:forces:R:3 method="wB97M-V/def2-TZVPD" spin_multiplicity=1 total_charge=+1 e_lumo_ev=-5.40 relative_energy_kcal_mol=94.1 orbital_gap_ha=0.1832
C -2.2539 -2.6043 0.2871 0.293 -1.584 0.580
N -1.3081 -2.4619 -0.8119 -0.204 0.821 -1.358
C -0.0093 -2.9594 -0.6771 -0.949 0.785 3.790
N 0.4480 -3.2089 0.5062 -1.930 -0.120 -1.274
N 1.7163 -3.6100 0.6046 3.007 -2.034 0.280
C -1.6670 -1.8586 -2.1273 -0.106 -0.635 2.501
N -1.3678 -0.5374 -2.5549 1.406 0.769 1.476
C -0.7879 0.4443 -1.9144 -1.722 -0.899 -3.583
C -0.3229 0.5157 -0.5913 1.939 0.608 4.926
N 0.3141 1.5132 0.0279 -1.316 -2.249 -2.636
C 1.0194 1.4247 1.2813 -2.621 1.124 2.076
C 1.2113 2.8370 1.8792 3.258 -1.581 -2.830
C 1.3362 3.6219 0.5164 -0.059 -1.252 -0.017
C 0.4449 2.8274 -0.5059 2.689 1.090 0.727
H -3.0453 -3.3781 0.1432 0.742 0.154 -0.317
H -1.6955 -2.9058 1.2245 -0.676 0.706 -1.135
H -2.8129 -1.7124 0.3974 -0.341 1.201 0.474
H 0.6909 -2.8443 -1.4285 0.933 -0.117 -2.324
H 1.8748 -4.2444 1.4620 -0.343 1.337 -2.270
H 2.1736 -3.9695 -0.3116 -0.970 0.486 2.236
H -2.7025 -1.9400 -2.3838 -1.170 -0.146 0.528
H -1.3050 -2.5599 -2.8136 1.174 -0.594 -1.696
H -0.7051 1.2400 -2.6545 0.436 0.703 0.892
H -0.4463 -0.2896 0.1613 -0.020 -0.163 -1.172
H 1.8493 0.8845 1.0618 2.964 -1.268 -0.209
H 0.4228 0.8897 1.9629 -0.678 -1.274 0.808
H 2.1644 2.7472 2.4979 -1.403 0.717 -0.671
H 0.3705 3.1806 2.4060 -0.944 0.269 0.881
H 0.9475 4.5637 0.7006 -0.935 1.979 -0.054
H 2.3053 3.8128 0.0537 0.262 -0.541 0.573
H -0.5333 3.1275 -0.4551 -2.331 1.693 -0.716
H 0.9249 2.8398 -1.4721 -0.384 0.014 -0.485